Record 1
ORCA calculation (the ωB97M-V functional and the def2-TZVPD basis) on a gas-phase ion, C10H22N5O5P2S (charge +1).

Its SMILES is CCP(CC)N(CCC(N)=O)C1=[N+](P(O)(O)=S)C[C@@H](ON=O)N1. As for the total charge: +1. The value obtained for the orbital gap is 6.8 eV. The HOMO energy comes out at -11.73 eV.

Atoms and positions in Å:
C (-2.8814, 0.4552, -2.0541)
C (-1.2610, 0.3714, -2.4564)
P (-0.3025, 1.3183, -1.1030)
C (0.7782, 2.7290, -1.8023)
C (1.4930, 2.4051, -3.2417)
N (0.5886, 0.2407, 0.0032)
C (1.8904, -0.3671, -0.4976)
C (1.7155, -1.7795, -1.3119)
C (2.0567, -3.1293, -0.4429)
N (1.2151, -4.3774, -0.7816)
O (3.0203, -3.2157, 0.4784)
C (0.0763, 0.0480, 1.2628)
N (-1.1737, 0.5513, 1.9504)
P (-1.2603, 2.2799, 2.3809)
O (0.1817, 2.9332, 3.1072)
O (-1.8223, 3.3176, 1.0686)
S (-2.6706, 2.4178, 3.7705)
C (-1.0328, -0.0511, 3.3638)
C (-0.2069, -1.4696, 3.0424)
O (-1.2809, -2.2398, 2.3479)
N (-0.8524, -3.4670, 2.0044)
O (-1.7378, -3.8893, 1.2428)
N (0.8949, -0.8709, 2.1940)
H (-3.2705, -0.6399, -1.8238)
H (-3.5078, 0.9453, -2.9127)
H (-2.9477, 1.0635, -1.0353)
H (-1.1657, 0.8564, -3.5196)
H (-1.0177, -0.7702, -2.5397)
H (0.0778, 3.6741, -1.9683)
H (1.5703, 3.0121, -0.9779)
H (2.6391, 2.1771, -3.0316)
H (1.4761, 3.4262, -3.8574)
H (0.9432, 1.5538, -3.8285)
H (2.7173, -0.4899, 0.3215)
H (2.3259, 0.4168, -1.2854)
H (2.4961, -1.7396, -2.2139)
H (0.6669, -1.9433, -1.8061)
H (0.7173, -4.1898, -1.6994)
H (0.4319, -4.4921, -0.0925)
H (0.9786, 2.4311, 2.7659)
H (-2.3397, 2.7692, 0.3876)
H (-2.0006, -0.4297, 3.9023)
H (-0.2259, 0.5077, 4.0391)
H (0.3240, -1.9639, 3.9696)
H (1.6830, -0.3862, 2.6802)

What are the natural (NBO) partial charges on each atom? They are as follows, in elementary charge units:
1. C -0.617
2. C -0.741
3. P 0.879
4. C -0.720
5. C -0.651
6. N -0.625
7. C -0.247
8. C -0.536
9. C 0.677
10. N -0.846
11. O -0.543
12. C 0.732
13. N -0.735
14. P 1.811
15. O -0.900
16. O -0.917
17. S -0.474
18. C -0.278
19. C 0.190
20. O -0.355
21. N 0.372
22. O -0.276
23. N -0.676
24. H 0.235
25. H 0.246
26. H 0.203
27. H 0.268
28. H 0.250
29. H 0.286
30. H 0.257
31. H 0.226
32. H 0.248
33. H 0.224
34. H 0.272
35. H 0.247
36. H 0.277
37. H 0.236
38. H 0.364
39. H 0.401
40. H 0.483
41. H 0.521
42. H 0.302
43. H 0.237
44. H 0.260
45. H 0.436

Record 2
ORCA calculation (the ωB97M-V functional and the def2-TZVPD basis) on 2 unconnected molecules or ions with the total composition C10H22OSi.

Its expectation value of S² is 2.032. The spin multiplicity is 3. The value obtained for the orbital gap (alpha / beta) is 6.4 / 8.7 eV. The HOMO energy (alpha / beta) comes out at -5.66 / -9.32 eV.

Atoms and positions in Å:
C (-3.0508, -0.9989, -1.3119)
C (-2.7142, 0.0370, -0.4830)
C (-3.4462, -0.0191, 0.9038)
C (3.3235, -0.2662, -0.1838)
C (1.7475, 0.5620, -1.7282)
C (1.9586, 1.7887, 0.5772)
C (0.2180, -2.0610, -0.5024)
C (0.2266, -0.5621, 2.2921)
C (-1.8908, 1.1892, -0.7201)
C (1.9995, 0.4196, -0.2029)
O (-1.9211, 2.2825, 0.0815)
Si (0.4073, -0.4274, 0.3688)
H (-2.7519, -0.8931, -2.3142)
H (-3.6514, -1.9205, -1.0084)
H (-4.3613, 0.3966, 0.5977)
H (-3.4188, -1.1428, 1.1379)
H (-2.8213, 0.5384, 1.5728)
H (3.5542, -0.6493, 0.8667)
H (3.4323, -1.1613, -0.8426)
H (4.1854, 0.3400, -0.4031)
H (1.7930, -0.3773, -2.0763)
H (2.7182, 1.1049, -2.0614)
H (0.9687, 1.1668, -2.1043)
H (0.8936, 2.3080, 0.4521)
H (2.1793, 1.6496, 1.5743)
H (2.7339, 2.5784, 0.3624)
H (1.1921, -2.7627, -0.4689)
H (-0.6505, -2.6864, -0.0867)
H (-0.0367, -2.0147, -1.6345)
H (-0.0512, -1.4764, 2.6079)
H (1.1679, -0.4835, 2.7721)
H (-0.3377, 0.1481, 2.7011)
H (-1.5079, 1.1723, -1.7149)
H (-2.0877, 2.2208, 0.9794)

What are the natural (NBO) partial charges on each atom? They are as follows, in elementary charge units:
1. C -0.400
2. C -0.098
3. C -0.647
4. C -0.615
5. C -0.603
6. C -0.619
7. C -1.231
8. C -1.107
9. C 0.144
10. C -0.529
11. O -0.677
12. Si 1.410
13. H 0.184
14. H 0.206
15. H 0.231
16. H 0.224
17. H 0.186
18. H 0.201
19. H 0.212
20. H 0.211
21. H 0.201
22. H 0.194
23. H 0.211
24. H 0.219
25. H 0.204
26. H 0.209
27. H 0.231
28. H 0.249
29. H 0.251
30. H 0.227
31. H 0.229
32. H 0.217
33. H 0.184
34. H 0.493

Going through the records in order, we get relative energy (zero: lowest compared OMol25 entry of this formula, charge and spin) values of 100.4 46.1 kcal/mol.